No. 1
ORCA calculation (ωB97M-V/def2-TZVPD) on a molecular structure, C4H8NS at a distorted geometry.

Cartesian coordinates (Å):
C (-1.23340, -0.35096, -0.39555)
C (0.08204, -1.01929, -0.58539)
C (-1.31149, 1.04528, -0.05560)
C (2.34443, 0.09444, 0.59166)
N (-0.26024, 1.69537, -0.18654)
S (1.45266, 0.34252, -0.71601)
H (-1.60424, -0.32268, -1.42165)
H (-1.77711, -0.88756, 0.30338)
H (0.32496, -1.63999, 0.43321)
H (0.22180, -1.47678, -1.49868)
H (-2.26145, 1.37027, 0.25027)
H (3.28781, 0.65293, 0.91018)
H (-0.29253, 2.67743, 0.02484)
H (1.81706, -0.50144, 1.30303)

For the energy relative to the best compared isomer or geometry (same formula, charge and spin), the calculation gives 196.7 kJ/mol. The value obtained for the largest force on an atom is 5.829 eV/Å. Its spin multiplicity is 1. As for the charge: +1. Its highest occupied orbital energy is -0.5219 Eh.

No. 2
ORCA calculation (ωB97M-V/def2-TZVPD) on a gas-phase ion, C4H8NS (charge +1) at a distorted geometry.

Cartesian coordinates (Å):
C (0.54086, -1.62619, 0.31456)
C (0.50196, 1.69833, -2.57745)
C (-0.15856, 0.50198, -0.14089)
C (-0.79909, -0.57192, 1.81619)
N (-0.19825, -0.57945, 0.60724)
S (0.29218, 0.25548, -1.78820)
H (0.49869, -2.45787, 0.90302)
H (1.12964, -1.55071, -0.60728)
H (0.78840, 1.71370, -3.55935)
H (0.55441, 2.52917, -1.87082)
H (-0.25314, 1.53033, 0.26282)
H (-0.39241, 0.29267, 2.52424)
H (-0.61315, -1.48796, 2.26618)
H (-1.89154, -0.24755, 1.84973)

For the energy relative to the best compared isomer or geometry (same formula, charge and spin), the calculation gives 321.3 kJ/mol. The value obtained for the largest force on an atom is 7.508 eV/Å. Its spin multiplicity is 1. As for the charge: +1. Its highest occupied orbital energy (spin up / spin down) is -0.4653 / -0.4713 Eh.

No. 3
ORCA calculation (ωB97M-V/def2-TZVPD) on a gas-phase ion, C4H8NS (charge +1) at a distorted geometry.

Cartesian coordinates (Å):
C (1.63856, -1.49100, -0.06418)
C (1.09869, -0.05655, -0.40893)
C (-2.57751, 0.90207, -0.68955)
C (-1.27889, 1.22836, 0.01415)
N (2.80033, -1.66795, 0.78027)
S (0.13355, 0.96514, -1.17180)
H (-3.40531, 1.05318, 0.00021)
H (-2.73027, 1.55126, -1.54844)
H (-2.59511, -0.13376, -1.02153)
H (-1.10509, 0.59612, 0.88120)
H (-1.23270, 2.27961, 0.29972)
H (3.00551, -0.87248, 1.40120)
H (3.62456, -1.84103, 0.18527)
H (2.62367, -2.51296, 1.34242)

For the energy relative to the best compared isomer or geometry (same formula, charge and spin), the calculation gives 405.8 kJ/mol. The value obtained for the largest force on an atom is 9.331 eV/Å. Its spin multiplicity is 1. As for the SMILES: CCSC#C[NH3+]. As for the charge: +1. Its highest occupied orbital energy is -0.4961 Eh.

No. 4
ORCA calculation (ωB97M-V/def2-TZVPD) on a gas-phase ion, C4H8NS (charge +1) at a distorted geometry.

Cartesian coordinates (Å):
C (1.71087, -1.36114, 0.02297)
C (0.41043, -1.12100, -0.02982)
C (-1.73557, 0.62531, -0.37700)
C (0.50720, 1.28433, 0.29163)
N (-0.20068, 0.25447, -0.45023)
S (-2.86459, -0.46326, 0.18420)
H (2.00889, -2.34617, 0.18009)
H (2.36725, -0.58970, -0.18372)
H (-0.36507, -1.83953, 0.13933)
H (0.30945, 1.31474, 1.37827)
H (1.54661, 1.11874, 0.21064)
H (0.18801, 2.21846, -0.30658)
H (-0.05715, 0.43872, -1.50161)
H (-3.82563, 0.46604, 0.44183)

For the energy relative to the best compared isomer or geometry (same formula, charge and spin), the calculation gives 384.1 kJ/mol. The value obtained for the largest force on an atom is 3.486 eV/Å. Its spin multiplicity is 1. As for the charge: +1. Its highest occupied orbital energy is -0.5142 Eh.